19 unconnected molecules or ions with the total composition C28H40Cl54N2O4. Source: OMol25; level of theory: the ωB97M-V functional and the def2-TZVPD basis.

```
! wB97M-V def2-TZVPD RIJCOSX def2/J DEFGRID3
* xyz 0 1
Cl -3.269 -1.846 -4.856
C -10.618 -1.217 2.369
Cl -1.853 2.753 -13.049
Cl -1.027 0.316 -9.729
Cl 3.060 9.673 11.144
H 1.998 -1.383 -12.049
H -0.372 2.294 -14.793
Cl -10.298 0.408 1.750
H 5.400 4.578 3.933
H 1.481 8.015 11.603
Cl 6.000 0.321 -5.791
Cl -10.225 4.405 3.286
C -9.213 3.044 3.765
H 1.578 -2.773 -1.359
O -1.273 1.951 -1.056
C 6.275 5.201 4.071
Cl 3.240 6.913 6.345
O 3.446 -0.353 -1.154
H 2.679 -2.082 -2.538
Cl 1.930 -5.597 2.359
Cl 0.362 -7.893 3.212
Cl 1.230 2.695 0.708
H 0.389 -2.828 0.251
H 5.309 -0.951 -1.867
H -0.148 -0.850 -1.624
Cl -5.214 -1.806 -1.805
C 1.920 -7.344 2.582
Cl 4.667 -1.236 -7.853
Cl 3.184 0.105 -10.701
Cl 3.495 7.022 12.247
H -5.333 -2.223 4.779
H 1.169 -0.040 -0.190
H 5.127 8.252 6.067
C -4.889 -1.673 3.960
H 2.941 -4.337 -2.519
Cl -7.296 -1.229 0.150
H 6.593 -1.774 -6.642
C -1.974 1.548 -0.188
Cl 2.402 7.317 9.571
N 3.299 -0.371 1.495
Cl -3.242 -1.245 4.410
C -0.909 -10.792 7.266
O -1.977 0.294 0.269
N 3.374 -3.855 -1.737
H 4.239 -0.709 1.692
Cl 3.962 -9.354 4.656
H 2.190 -10.802 5.144
H -2.430 -0.272 -1.679
C -0.778 -1.483 -0.987
H 2.855 -0.176 2.389
Cl -1.302 -9.599 6.030
C -2.206 1.621 -9.668
H -9.907 -1.418 3.160
Cl -0.942 -1.128 -6.456
H 0.878 -0.268 1.517
C -2.210 -0.536 -5.386
C 2.545 3.691 1.314
C 3.280 -1.624 -0.553
H -0.722 -1.826 1.150
Cl 3.584 9.211 4.588
C -0.321 2.185 -13.718
H -4.984 -1.088 0.404
Cl 4.870 -2.273 -5.147
H -2.695 2.190 0.335
H 4.276 -2.036 -0.297
Cl 6.470 5.502 5.799
Cl -1.323 -10.203 8.873
Cl -4.034 6.547 -0.802
Cl 7.677 4.342 3.434
H -1.104 6.242 3.876
H 3.207 -2.681 2.073
Cl 2.314 -8.178 1.078
C 4.066 8.460 6.113
H 2.562 4.609 0.741
Cl 4.074 -12.095 5.605
C 2.508 -1.473 -11.098
C 3.152 -10.926 4.662
H -9.776 2.134 3.602
Cl -1.917 8.162 2.818
H -1.006 -2.392 -1.559
H 4.783 0.710 -2.269
C 4.451 -0.325 -2.147
H -2.664 1.700 -10.643
H -2.859 -1.425 -0.380
H 4.079 -0.696 -3.111
C -0.731 6.877 3.083
Cl 4.098 2.885 1.123
Cl -5.504 0.880 -0.740
C 2.640 -2.593 -1.571
Cl -5.869 -0.236 3.673
Cl 1.022 3.157 -13.127
C 1.117 -0.804 0.589
Cl -12.239 -1.327 3.047
H 3.496 -5.745 -0.774
C 2.524 -1.383 0.785
Cl 0.799 -11.244 7.189
C -0.014 -1.816 0.315
Cl -4.899 -2.718 2.537
Cl 0.813 7.545 3.598
H -2.816 0.169 -5.939
C -5.669 -0.846 -0.398
C 5.652 -1.302 -6.392
Cl 1.321 -1.969 -9.891
Cl 3.772 9.560 7.455
C 2.480 8.005 11.190
Cl -8.806 3.129 5.480
Cl -0.564 5.893 1.630
Cl 2.878 -11.502 3.022
Cl -3.305 9.228 -1.654
H -1.493 -11.681 7.072
Cl 2.265 4.131 3.007
H 2.171 -4.674 -0.180
H 3.838 -4.347 0.243
Cl -3.496 1.275 -8.505
Cl -1.426 3.157 -9.303
C 3.198 -4.715 -0.566
H -3.215 8.306 0.492
Cl -0.069 0.477 -13.353
Cl -10.373 -2.410 1.096
C -3.918 8.241 -0.328
Cl -7.754 2.965 2.777
Cl 6.004 6.711 3.202
H 2.673 -7.606 3.314
Cl 3.777 -2.685 -11.270
Cl -1.512 0.307 -4.004
O 2.397 -2.587 1.555
Cl -5.473 8.846 0.244
C -2.088 -0.745 -0.755
*
```

Computed properties:
Electronic energy: -26351.61716 hartree
Maximum force: 1.175 eV Å⁻¹
Orbital gap: 8.9 eV
LUMO energy: 0.006 Ha



4 unconnected molecules or ions with the total composition C28H40ClF3NO14S. Source: OMol25; level of theory: the ωB97M-V functional and the def2-TZVPD basis.

```
! wB97M-V def2-TZVPD RIJCOSX def2/J DEFGRID3
* xyz 1 1
O -0.316 2.837 0.072
H 0.551 -4.424 -0.979
C -4.852 5.196 -3.378
H 3.519 -0.739 2.229
H 3.797 -0.887 -0.203
C -4.836 0.970 -0.241
H 4.586 -4.232 4.149
H -4.032 -0.897 -1.136
C 2.729 -3.401 -0.491
H 1.622 -0.946 2.061
C -6.102 4.991 -2.583
O 2.217 -4.381 0.443
O 6.551 -1.933 5.241
H -4.131 5.832 -2.863
H 3.927 2.647 2.300
O -2.892 -6.554 3.427
H 1.442 -1.807 -1.400
F -7.037 5.912 -2.906
H 4.327 1.469 0.947
C 0.078 2.135 -0.901
C -1.128 0.256 -1.738
C 2.555 -0.410 1.681
H -5.010 1.636 -1.169
H -4.536 -6.001 1.233
C 5.529 -3.686 4.202
S -4.505 2.113 1.180
C 2.263 1.181 1.891
O -5.385 1.851 -3.521
H 1.171 -6.036 -0.316
H -1.391 3.011 -3.259
H -1.213 -0.893 -1.633
C 6.207 -1.571 3.975
H 1.227 1.474 1.507
F -3.308 -4.494 0.721
O 6.471 -0.512 3.482
H 1.975 3.699 0.538
C 0.381 3.988 -4.538
C -3.562 0.003 -0.581
H 2.652 -3.745 -1.595
H 4.311 3.304 -1.460
C 0.964 -4.946 -0.049
C 2.235 3.177 -2.220
N 1.791 4.264 -4.561
O -4.962 1.385 2.426
C 0.714 2.875 -2.159
C -2.600 0.863 -1.541
C -3.346 -5.305 2.929
H -5.047 5.616 -4.369
O 5.516 -2.559 3.337
H -0.811 0.433 -2.838
H -2.579 -4.544 3.103
C 5.752 -3.060 5.541
C -5.431 3.038 -3.366
H 0.177 -4.810 0.778
H 3.812 -3.072 -0.263
H 3.846 4.138 -3.608
C 3.468 2.116 1.378
H -5.800 0.366 -0.057
O -3.075 2.552 1.308
H 2.243 0.114 -0.465
C -0.276 3.273 -3.314
C -3.550 -5.595 1.476
C 2.732 3.918 -3.518
C -2.361 -7.228 2.368
O -6.554 3.721 -3.011
H -5.949 4.981 -1.501
H -3.098 0.860 -2.587
O -2.557 -6.559 1.194
O -0.135 0.729 -0.789
H -4.266 -4.995 3.426
H 4.837 -2.737 6.045
F 6.456 -3.883 6.352
O -4.360 3.870 -3.516
H 3.747 4.176 0.579
H -3.087 -0.312 0.409
H -0.294 4.270 -5.418
H 0.881 -2.212 0.301
C 1.819 -2.066 -0.333
H 2.220 1.313 3.042
C 3.027 3.293 0.367
Cl -5.673 3.860 1.078
H -2.634 1.947 -1.181
C 3.330 2.781 -1.132
H 2.189 4.750 -5.388
O -1.798 -8.278 2.455
C 2.702 -0.772 0.113
H 3.592 1.655 -1.121
H 6.341 -4.359 3.910
*
```

Computed properties:
Electronic energy: -3356.49382 hartree
Maximum force: 6.492 eV Å⁻¹
Orbital gap: 6.2 eV
LUMO energy: -0.183 Ha



7 unconnected molecules or ions with the total composition C28H40N2O10. Source: OMol25; level of theory: the ωB97M-V functional and the def2-TZVPD basis.

```
! wB97M-V def2-TZVPD RIJCOSX def2/J DEFGRID3
* xyz 0 1
C 0.696 1.089 1.554
H 1.162 5.770 -1.799
H -0.816 -4.095 3.709
H -5.249 2.673 -3.348
C 0.250 -2.374 3.402
H -0.164 4.837 -2.581
H 3.606 -1.779 -4.241
H -4.611 0.377 -2.952
H 1.440 3.849 -0.365
C 3.982 -0.929 1.336
H -3.581 -4.903 0.225
O -0.170 -1.394 4.386
H -3.888 -3.604 -1.484
C -3.350 -3.891 0.559
H -1.121 -4.049 5.967
C -0.521 0.535 1.817
H -2.456 -2.735 -1.140
H 4.255 -3.134 0.763
H 6.745 -2.226 0.240
C 0.455 3.963 -0.819
H -0.439 -2.163 2.584
H 1.879 1.225 -0.120
O 2.567 0.571 -2.284
H -5.436 -3.527 1.366
H 3.055 -0.891 1.888
H 6.806 0.216 0.754
O 4.318 1.821 -1.891
C -0.414 -1.982 5.549
C 4.807 0.208 1.320
C -3.784 1.054 -3.168
N 0.949 1.005 0.206
C 2.263 -0.365 -3.155
H 1.285 -0.826 -3.012
O -4.236 -1.956 -0.396
H 4.750 1.214 1.709
H 0.598 -3.587 6.162
C -0.594 4.124 0.344
C 5.879 -1.653 0.538
O -1.048 7.171 -1.256
C -4.413 -3.177 1.504
H 0.799 -4.527 3.936
O -5.184 -0.894 1.329
H -2.097 0.025 0.264
H 4.784 -1.093 -1.788
C 3.405 -1.359 -3.255
C 4.527 -0.607 -2.729
C -2.905 1.246 -1.911
C 0.118 -3.693 4.102
H -1.496 3.527 0.205
C -0.598 6.111 -0.858
C -3.403 -3.035 -0.691
H 0.181 3.057 -1.360
C -3.188 3.255 -3.041
N 5.966 -0.340 0.823
H -1.033 0.486 2.766
H -3.490 1.021 -1.019
H -0.200 0.345 -1.464
H -3.201 0.442 -3.857
C -4.573 -1.858 0.871
H 1.262 -2.095 3.107
H -1.953 0.728 -2.035
H 3.129 -2.159 -2.568
C -0.152 0.498 -0.396
O -2.959 4.428 -3.236
C -4.251 2.376 -3.671
O -2.482 2.628 -2.107
H 5.398 -0.399 -3.350
H -4.351 2.491 -4.750
C 0.264 5.174 -1.637
H -0.210 3.800 1.311
H -2.360 -3.890 1.014
H -4.084 -3.298 2.536
C 4.652 -2.132 0.834
C -1.080 0.251 0.551
O -0.923 5.511 0.304
C 3.887 0.750 -2.310
H 1.504 1.434 2.182
H 1.912 0.128 -4.061
O -0.777 -1.324 6.541
C -0.296 -3.472 5.550
*
```

Computed properties:
Electronic energy: -1952.75144 hartree
Maximum force: 6.183 eV Å⁻¹
Orbital gap: 8.6 eV
LUMO energy: 0.000 Ha
Energy above the lowest of the compared OMol25 structures with the same formula, charge and spin: 94.54 kcal/mol



3 unconnected molecules or ions with the total composition C28H40N2O7. Source: OMol25; level of theory: the ωB97M-V functional and the def2-TZVPD basis.

```
! wB97M-V def2-TZVPD RIJCOSX def2/J DEFGRID3
* xyz 0 1
H 4.913 -1.137 4.479
H -2.595 0.275 0.647
H -2.488 -1.927 -2.915
C 3.126 2.593 -1.534
C -1.495 -3.837 -2.890
H 3.008 -0.161 3.198
H -0.517 -0.944 4.504
H 3.913 -1.221 5.885
H -0.990 -2.922 -0.482
C 3.877 -1.231 4.792
H -8.146 1.016 -5.349
C 2.898 -0.157 4.286
H -0.021 -0.798 -0.390
C -6.105 0.381 -5.186
C 2.551 3.988 0.358
H 0.529 4.682 0.423
C -5.975 2.073 -2.979
H 1.456 -0.661 5.734
H -0.114 3.549 -1.674
C -1.109 -0.788 -0.463
H 5.676 0.914 3.527
H 4.353 2.028 3.002
C -1.599 -2.159 -0.972
C 0.897 3.462 -1.303
O 5.627 2.464 -0.497
H -1.456 0.707 2.663
O 1.847 -2.267 4.440
O -2.656 0.850 -3.046
C 3.464 3.237 -0.359
H 0.032 -1.656 2.217
C 1.829 2.709 -2.005
H -2.432 -4.150 -3.352
O 4.449 1.586 5.035
H 1.302 -5.624 -3.957
H 1.325 -4.649 -2.481
C -4.874 1.346 -3.391
C 3.099 1.187 4.951
C 0.680 -5.177 -3.183
H -6.158 -0.276 -6.043
H 3.857 2.008 -2.071
H -8.028 2.512 -3.386
H 0.140 -5.956 -2.649
C -7.222 1.107 -4.793
C -7.157 1.949 -3.691
H 5.754 2.641 3.861
N 4.838 3.119 0.149
H 0.212 0.636 4.212
N -3.613 1.482 -2.648
H -4.043 -0.060 -4.781
C 0.304 -0.432 3.999
C 3.190 -2.465 4.268
H 1.543 2.210 -2.920
C -4.918 0.499 -4.483
C 1.591 -0.884 4.665
H -5.915 2.724 -2.120
H -1.384 -0.058 -1.223
O 3.639 -3.432 3.717
H -0.357 1.182 1.396
H -1.406 -4.430 -1.980
H -0.720 -4.693 -4.718
H 2.529 1.975 4.443
C -1.762 -0.396 0.875
C -0.836 0.315 1.851
H -0.706 -1.817 -2.917
C 0.225 -0.619 2.482
C -0.322 -4.200 -3.831
H 1.204 -0.347 2.079
H 2.756 1.121 5.984
O 5.094 3.666 1.203
H 2.841 4.477 1.276
C 5.079 1.791 3.780
H -2.204 -1.279 1.341
H 0.220 -3.304 -4.128
C 1.257 4.099 -0.123
O -3.603 2.209 -1.677
H -2.627 -2.323 -0.637
C -1.568 -2.332 -2.497
*
```

Computed properties:
Electronic energy: -1726.91797 hartree
Maximum force: 1.280 eV Å⁻¹
Orbital gap: 9.1 eV
LUMO energy: -0.029 Ha



A molecular structure, C28H40N7SSi2Ti. Source: OMol25; level of theory: the ωB97M-V functional and the def2-TZVPD basis.

```
! wB97M-V def2-TZVPD RIJCOSX def2/J DEFGRID3
* xyz -1 3
H 3.065 2.162 -4.882
H -5.112 -2.088 -0.765
H -0.512 -2.399 3.628
H 1.949 -1.255 -5.463
N -1.541 -0.621 -0.602
C -0.497 3.867 0.917
C 1.445 -0.184 -3.201
Ti 0.384 0.293 -0.146
H -2.047 6.891 1.224
H -3.455 5.576 2.783
H -0.265 -1.906 -2.324
H 0.946 1.676 3.676
C 2.417 3.210 1.254
C -2.476 -0.084 -1.401
C -0.780 5.224 0.734
C -0.818 -3.344 3.198
N 1.387 -2.090 1.621
C -0.815 -2.234 0.964
H -1.504 -4.733 0.198
H 0.502 1.407 -2.709
C -2.351 3.756 2.468
C 1.461 4.035 -1.381
H -2.156 0.789 -1.959
H 1.061 -2.385 -1.252
C -2.626 5.103 2.267
C -1.000 -3.430 1.818
C -1.020 -4.450 4.008
C 0.734 -2.332 -2.294
C -1.837 5.840 1.393
H -2.978 3.190 3.150
H -1.865 -6.710 1.635
H -2.438 -0.608 2.653
C -3.752 -0.571 -1.518
H -3.436 -3.101 0.718
C 2.171 -0.196 -5.545
H -0.610 1.383 4.466
H 0.759 4.045 -2.221
H 3.377 -2.290 -2.215
H -0.879 -4.363 5.078
N 2.143 0.423 -4.234
S 2.785 -0.324 0.106
C -1.401 -5.667 3.453
H 2.523 4.282 1.457
H 3.156 -0.075 -6.003
H -3.288 0.513 1.585
H 3.440 -2.562 2.790
H -3.002 0.937 3.279
H -4.461 -0.088 -2.175
H 1.427 0.263 -6.210
H 4.403 -1.420 1.997
H 1.574 5.068 -1.034
H -0.172 5.819 0.058
H 2.390 2.246 -3.249
C -1.303 3.118 1.800
H 3.639 -1.402 -3.718
N 3.655 -2.091 1.923
N 0.326 -1.530 0.938
Si -0.888 1.257 1.973
C -3.175 -2.263 0.088
H 1.317 2.338 -4.661
H 0.321 0.030 3.789
N 1.637 -1.535 -3.103
H 3.337 2.843 0.792
N 0.674 0.463 -2.384
C 0.036 1.076 3.635
C 2.526 -1.578 1.293
H 2.442 3.728 -1.757
H 2.941 -3.035 -3.775
Si 0.933 2.904 0.089
C 2.973 -2.097 -3.213
C -1.858 -1.737 0.142
C -1.576 -5.765 2.081
C -4.104 -1.692 -0.732
H -1.556 -6.530 4.089
H 0.710 -3.343 -2.709
C -1.375 -4.655 1.272
H 2.304 2.690 2.206
C -2.564 0.449 2.402
C 2.223 1.867 -4.254
*
```

Computed properties:
Electronic energy: -3301.02057 hartree
Maximum force: 0.197 eV Å⁻¹
Orbital gap (spin up / spin down): 5.0 / 5.6 eV
LUMO energy (spin up / spin down): 0.087 / 0.087 Ha
Energy above the lowest of the compared OMol25 structures with the same formula, charge and spin: 5.95 kcal/mol